(1)
C30H47FIN3O4 | ωB97M-V/def2-TZVPD

The geometry in XYZ format:
```
86
Properties=species:S:1:pos:R:3:forces:R:3
C -0.690 -4.198 2.856 -1.17 0.37 0.50
O 0.694 -4.179 2.465 -0.73 0.44 -0.73
C 0.883 -3.359 1.265 0.16 -0.38 -0.12
C 2.426 -3.322 0.869 0.43 0.46 0.36
C 2.834 -2.180 -0.184 0.41 -0.31 0.10
C 2.046 -2.240 -1.582 -0.51 0.51 -0.38
C 1.687 -0.766 -2.162 -0.13 -0.03 1.58
C 0.491 -0.199 -1.209 0.63 -0.01 -1.70
C -0.159 1.135 -1.836 0.05 -0.17 1.35
C -1.592 1.415 -1.107 1.17 1.16 0.72
C -1.265 1.505 0.468 -0.81 -1.31 0.93
C -1.562 0.496 1.408 1.03 2.53 -0.45
I -2.584 -1.325 0.843 0.59 1.22 0.61
C -1.179 0.672 2.963 -0.87 -1.78 1.16
O -1.505 -0.249 3.761 1.42 3.56 -2.67
C -0.445 2.008 3.476 0.62 1.66 -1.37
C -0.039 2.193 5.031 -0.87 -0.41 -0.85
C 1.558 2.215 5.247 -0.47 -0.31 0.00
C 2.016 3.245 6.423 -0.01 -1.02 -1.56
C 2.492 4.591 5.701 0.67 -0.46 0.15
N 2.278 5.841 6.494 -1.02 0.25 -0.92
C 2.577 6.964 5.509 -1.25 0.44 -0.76
C 0.861 6.050 6.843 -2.29 -0.33 0.01
C 0.590 7.077 8.066 0.87 0.56 -1.79
O -0.116 5.528 6.252 3.40 1.20 1.77
C -0.168 3.021 2.509 -0.89 -2.01 0.86
F 0.433 4.253 2.837 -1.31 -2.83 -0.73
C -0.527 2.822 0.953 1.17 1.94 -0.85
O -0.172 3.716 0.144 -1.39 -3.08 2.63
H -0.941 -5.042 3.599 0.93 1.12 -1.20
H -1.408 -4.320 1.968 1.12 0.09 1.00
H -0.991 -3.219 3.382 0.50 -1.21 -0.80
H 0.258 -3.865 0.440 0.78 1.09 1.01
H 0.509 -2.293 1.495 0.46 -1.43 -0.55
H 2.824 -4.310 0.461 -0.87 1.08 0.68
H 3.003 -3.089 1.837 -0.81 -0.49 -1.37
H 2.738 -1.170 0.354 -0.09 -1.29 -0.99
H 3.965 -2.306 -0.385 -1.72 0.22 0.31
H 1.037 -2.764 -1.418 1.48 0.66 -0.31
H 2.596 -2.839 -2.396 -0.63 0.83 1.43
H 1.382 -0.808 -3.268 0.63 0.17 1.97
H 2.577 -0.055 -1.964 -1.18 -1.13 -0.69
H -0.315 -1.007 -1.159 1.11 1.04 0.21
H 0.990 -0.001 -0.190 -1.23 -0.29 -1.43
H -0.302 1.063 -2.963 0.23 -0.01 1.46
H 0.574 1.987 -1.576 -1.38 -1.10 -0.71
H -2.376 0.629 -1.351 1.19 0.89 0.54
H -2.002 2.447 -1.416 0.67 -1.56 0.42
H -0.546 1.341 5.620 0.93 1.25 -0.99
H -0.544 3.155 5.374 0.91 -1.04 -0.47
H 2.037 2.466 4.237 -0.48 -0.19 1.56
H 1.875 1.147 5.502 -0.36 1.47 -0.31
H 2.894 2.716 6.946 -1.38 1.19 -0.49
H 1.121 3.360 7.115 1.35 0.08 -0.75
H 3.634 4.496 5.555 -1.74 0.27 0.20
H 2.055 4.760 4.661 0.19 -0.71 1.29
H 3.486 6.738 4.858 -1.00 0.37 1.37
H 2.591 7.991 6.000 0.36 -1.43 -0.52
H 1.673 6.970 4.785 1.47 0.19 0.75
H -0.238 7.782 7.696 0.96 -1.29 0.84
H 0.334 6.542 9.035 0.35 0.69 -1.40
H 1.533 7.734 8.155 -1.40 -1.18 0.30
C -3.407 -1.354 -3.689 -0.04 0.03 0.06
C -2.968 -0.716 -5.003 -0.20 0.11 0.27
C -2.037 -1.616 -5.820 0.60 0.06 0.62
C -0.792 -1.907 -5.035 2.06 -0.62 1.02
N 0.184 -2.137 -4.417 -3.07 0.44 -2.03
H -2.556 -1.543 -3.029 -0.01 -0.03 -0.06
H -4.091 -0.691 -3.155 0.01 -0.08 -0.04
H -3.922 -2.303 -3.867 0.04 0.07 0.04
H -2.469 0.234 -4.787 0.00 -0.07 -0.12
H -3.855 -0.486 -5.601 0.15 -0.05 -0.08
H -1.762 -1.122 -6.756 0.11 -0.14 0.07
H -2.533 -2.558 -6.068 0.12 0.06 0.04
C -0.799 -5.661 -7.042 0.06 -0.02 0.03
C -1.235 -5.970 -8.471 0.11 -0.20 0.31
C -1.677 -4.724 -9.241 -0.67 0.06 0.45
C -2.849 -4.088 -8.553 -1.89 1.22 0.85
N -3.768 -3.587 -8.012 2.71 -1.50 -1.53
H -1.620 -5.248 -6.450 0.04 0.02 -0.07
H -0.465 -6.572 -6.541 0.01 0.10 -0.03
H 0.028 -4.944 -7.030 -0.06 -0.05 0.05
H -2.052 -6.698 -8.443 0.05 0.09 -0.13
H -0.403 -6.441 -9.002 -0.11 0.09 -0.08
H -1.966 -4.994 -10.260 -0.09 0.16 0.09
H -0.860 -4.000 -9.301 -0.15 0.03 0.05
```
Forces are in eV/Å.

multiplicity = 1
HOMO-LUMO gap = 7.8 eV
LUMO = -1.51 eV
E_tot = -2033.8458 Eh

(2)
C60H50N5O2PdSSiTe | ωB97M-V/def2-TZVPD

The geometry in XYZ format:
```
121
Properties=species:S:1:pos:R:3:forces:R:3
Pd -0.155 -0.269 1.199 0.31 -0.18 0.28
S -1.075 0.472 3.181 0.12 -0.01 -0.05
C -0.826 2.193 3.372 0.00 -0.09 0.14
N -1.014 2.686 4.540 0.02 -0.01 0.03
N -0.917 4.089 4.657 0.05 -0.02 -0.06
C -1.948 4.910 4.195 -0.04 0.02 -0.01
C -2.948 4.476 3.323 0.01 0.00 0.00
C -3.912 5.368 2.875 0.00 0.00 0.00
C -3.912 6.694 3.279 0.00 0.00 -0.01
C -2.923 7.123 4.157 0.00 0.00 0.01
C -1.955 6.247 4.610 0.00 0.00 -0.01
N -0.526 3.102 2.303 0.03 0.13 0.02
N -0.027 2.599 1.298 0.05 -0.02 -0.10
C 0.259 3.539 0.258 -0.01 0.03 0.09
C -0.113 4.881 0.309 0.00 -0.04 0.00
C 0.227 5.711 -0.742 0.01 0.00 -0.01
C 0.944 5.210 -1.827 -0.01 0.04 0.00
C 1.307 3.873 -1.867 0.00 -0.05 -0.01
C 0.952 3.026 -0.825 0.07 -0.03 -0.04
H -0.677 4.294 5.614 -0.03 -0.01 0.02
H -2.980 3.446 2.998 -0.01 0.00 0.00
H -4.675 5.009 2.195 0.00 0.00 0.00
H -4.666 7.382 2.919 0.00 0.00 0.00
H -2.900 8.155 4.489 0.00 0.00 0.00
H -1.176 6.593 5.280 0.00 0.00 0.00
H -0.658 5.249 1.169 -0.01 0.00 0.01
H -0.059 6.755 -0.718 0.00 0.00 0.00
H 1.218 5.868 -2.642 0.00 0.00 0.01
H 1.872 3.489 -2.704 0.02 -0.06 -0.09
H 1.218 1.975 -0.825 0.02 -0.04 0.02
C 0.036 -4.345 -5.116 0.00 0.01 0.00
C 0.205 -3.446 -3.919 -0.02 -0.01 0.01
C 1.171 -2.452 -3.868 0.03 0.03 0.04
C 1.358 -1.660 -2.747 -0.03 -0.03 0.03
C 2.511 -0.723 -2.783 0.10 -0.01 0.00
O 3.367 -0.665 -1.927 -0.05 0.03 0.05
C 2.638 0.172 -3.996 0.00 0.08 0.07
C 3.903 0.621 -4.368 -0.01 0.01 0.03
C 4.048 1.511 -5.419 0.00 -0.01 -0.01
C 2.926 1.976 -6.096 0.01 0.00 -0.01
C 1.662 1.543 -5.722 0.00 0.00 0.00
C 1.521 0.635 -4.682 0.00 0.03 0.01
C 0.532 -1.769 -1.574 0.05 -0.21 0.03
O 0.778 -1.005 -0.587 -0.21 0.36 -0.16
C -0.531 -2.751 -1.674 -0.02 0.04 -0.01
C -0.621 -3.554 -2.813 0.00 -0.02 -0.04
C -1.619 -2.885 -0.684 0.01 -0.03 0.04
N -1.605 -2.251 0.420 -0.03 -0.01 -0.06
C -2.747 -2.199 1.309 0.01 -0.02 0.02
C -3.671 -1.031 0.955 0.01 -0.01 0.01
Te -2.668 0.748 0.265 -0.17 0.07 -0.05
C -3.152 0.337 -1.764 0.06 -0.01 0.00
C -2.130 0.014 -2.653 0.01 0.00 0.01
C -2.426 -0.348 -3.962 0.00 0.01 0.00
C -3.744 -0.372 -4.397 0.00 0.00 0.00
C -4.766 -0.026 -3.522 0.00 0.00 0.00
C -4.470 0.327 -2.212 -0.02 0.00 0.01
C -2.790 -3.762 -1.046 -0.01 -0.01 -0.01
C -2.921 -5.020 -0.467 0.00 0.00 -0.01
C -4.020 -5.816 -0.757 0.01 0.00 0.00
C -5.001 -5.358 -1.626 -0.01 0.00 0.00
C -4.873 -4.103 -2.207 0.00 -0.01 0.00
C -3.771 -3.311 -1.923 0.00 0.02 0.01
H 0.766 -4.101 -5.889 0.00 0.00 0.00
H -0.959 -4.248 -5.558 0.00 0.00 0.00
H 0.174 -5.397 -4.855 0.00 0.00 0.00
H 1.826 -2.303 -4.722 0.00 0.00 0.00
H 4.759 0.270 -3.806 0.00 0.00 0.00
H 5.034 1.851 -5.708 0.00 0.00 0.00
H 3.038 2.682 -6.910 0.00 0.00 0.00
H 0.784 1.916 -6.234 0.00 0.00 0.00
H 0.538 0.302 -4.377 -0.03 -0.02 0.01
H -1.405 -4.302 -2.848 -0.01 0.01 0.00
H -2.358 -2.051 2.318 -0.01 -0.01 0.00
H -3.349 -3.115 1.310 0.00 0.00 -0.01
H -4.278 -0.748 1.812 0.01 0.01 0.00
H -4.331 -1.293 0.128 0.00 0.00 0.00
H -1.104 0.013 -2.308 -0.01 0.02 -0.01
H -1.627 -0.640 -4.633 0.02 0.00 0.00
H -3.975 -0.663 -5.414 0.00 0.00 0.00
H -5.796 -0.036 -3.858 0.00 0.00 0.00
H -5.274 0.588 -1.532 0.00 0.00 0.00
H -2.154 -5.372 0.214 0.00 0.00 0.00
H -4.111 -6.795 -0.302 0.00 0.00 0.00
H -5.860 -5.977 -1.850 0.00 0.00 0.00
H -5.632 -3.739 -2.889 0.00 0.00 0.00
H -3.662 -2.339 -2.391 0.00 -0.02 0.00
C 4.272 3.100 2.130 0.00 0.02 0.02
C 4.335 2.185 1.090 -0.06 -0.03 -0.04
C 3.624 0.992 1.164 -0.05 0.09 -0.08
C 2.852 0.684 2.285 -0.06 -0.01 0.04
C 2.802 1.620 3.324 0.00 -0.01 0.02
C 3.498 2.817 3.249 0.02 0.00 -0.01
Si 1.749 -0.847 2.353 -0.11 0.05 -0.18
C 2.586 -2.261 1.406 0.01 -0.02 0.01
C 3.969 -2.361 1.253 -0.02 0.01 0.02
C 4.547 -3.426 0.572 0.00 -0.02 0.00
C 3.747 -4.422 0.031 0.03 0.03 0.01
C 2.368 -4.345 0.178 -0.01 0.00 0.02
C 1.800 -3.277 0.856 0.02 -0.06 0.05
C 1.866 -1.412 4.171 0.01 0.01 -0.01
C 3.172 -1.557 4.657 -0.02 0.04 0.03
C 3.429 -1.987 5.949 0.01 -0.01 0.00
C 2.375 -2.292 6.800 0.01 -0.01 0.00
C 1.074 -2.167 6.340 -0.04 -0.01 -0.02
C 0.826 -1.733 5.042 0.05 -0.04 -0.06
H 4.815 4.037 2.068 0.00 0.00 0.00
H 4.921 2.402 0.205 0.01 0.01 0.01
H 3.647 0.311 0.320 0.01 -0.06 -0.02
H 2.198 1.412 4.203 0.00 0.00 -0.01
H 3.433 3.532 4.061 0.00 0.00 0.00
H 4.614 -1.586 1.651 0.00 0.01 0.00
H 5.623 -3.470 0.455 0.00 0.00 0.00
H 4.194 -5.247 -0.510 0.00 0.00 0.00
H 1.732 -5.109 -0.255 -0.01 0.00 -0.01
H 0.720 -3.206 0.930 0.03 -0.02 0.03
H 4.012 -1.321 4.012 0.00 0.01 0.00
H 4.453 -2.083 6.293 0.00 0.00 0.00
H 2.569 -2.626 7.813 0.00 0.00 0.00
H 0.242 -2.402 6.993 0.00 0.00 0.00
H -0.197 -1.636 4.712 -0.10 0.04 -0.05
```
Forces are in eV/Å.

multiplicity = 1
HOMO-LUMO gap = 6.6 eV
total charge = -1
energy above the lowest of the compared OMol25 structures with the same formula, charge and spin = 14.17 kcal/mol
LUMO = 1.96 eV
E_tot = -3824.3177 Eh

(3)
C39H50N8O4 | ωB97M-V/def2-TZVPD

The geometry in XYZ format:
```
101
Properties=species:S:1:pos:R:3:forces:R:3
N 4.153 10.337 0.767 -1.50 -1.70 1.47
O 4.622 11.259 0.168 1.12 2.04 -1.87
O 3.307 9.566 0.285 -0.75 -0.46 -1.19
O 4.464 10.120 1.945 0.85 -0.07 1.84
C 1.551 6.155 2.398 -0.38 1.08 0.61
C 0.856 7.447 2.735 -4.02 -0.62 0.54
O -0.367 7.538 2.859 4.68 0.70 -0.39
N 1.764 8.685 2.976 -1.78 0.94 0.18
H 2.391 8.574 3.760 -0.29 -0.31 0.95
H 2.452 8.766 2.241 0.23 0.31 -1.27
C 0.946 10.014 3.086 0.29 -0.84 -1.45
H 2.364 6.332 1.693 -0.13 -0.37 -0.15
H 0.726 5.507 2.103 0.47 -0.21 -0.37
H 1.949 5.770 3.337 0.21 -0.18 0.04
H 0.111 9.945 3.782 0.74 -0.01 0.59
H 0.439 10.137 2.129 0.14 -0.29 -0.16
H 1.672 10.827 3.113 -0.22 -0.12 0.78
C 2.567 13.071 -2.322 0.44 -0.74 1.14
N 2.144 11.641 -2.443 -0.56 -1.22 -0.26
C 0.905 11.237 -2.022 1.23 -0.17 -0.75
C 0.483 9.918 -2.210 1.40 0.92 0.01
C 1.453 8.959 -2.587 -0.94 0.94 0.35
C 2.756 9.371 -2.921 -0.58 0.48 -0.01
C 3.018 10.716 -2.971 -0.80 1.37 0.97
C 1.057 7.551 -2.627 1.99 -2.91 0.26
C -0.108 7.115 -3.260 0.69 -0.65 -0.39
C -0.338 5.738 -3.464 0.69 0.12 1.10
N 0.496 4.795 -2.926 -0.12 1.50 -1.09
C 1.618 5.172 -2.286 0.54 1.46 -0.20
C 1.998 6.530 -2.165 -2.51 -0.50 -0.67
C 0.216 3.368 -3.233 0.62 -0.48 0.59
H 3.428 13.081 -1.654 0.31 -0.22 -0.21
H 1.829 13.580 -1.701 -0.32 0.32 -0.91
H 2.864 13.484 -3.285 -0.64 0.14 0.09
H 0.292 11.989 -1.546 -0.15 0.09 -0.22
H -0.567 9.766 -2.004 0.04 -0.66 0.11
H 3.555 8.693 -3.182 -0.23 -0.18 -0.22
H 3.912 11.179 -3.362 0.20 -0.32 0.08
H -0.668 7.887 -3.767 -0.68 -0.35 0.00
H -1.162 5.295 -4.003 -0.23 0.41 -0.20
H 2.269 4.377 -1.952 -0.05 -0.07 0.06
H 2.959 6.722 -1.711 -0.12 0.32 0.06
H -0.765 3.164 -2.805 0.16 -0.45 -0.32
H 1.018 2.772 -2.796 -0.36 0.01 0.62
H 0.356 3.103 -4.280 -0.66 0.68 -0.25
C 6.333 14.370 0.992 0.79 0.34 -0.76
N 6.570 13.738 2.266 1.11 -0.88 1.97
C 5.537 13.073 2.811 -0.27 -0.03 0.39
C 5.645 12.382 3.995 0.53 -0.16 -0.20
C 6.893 12.316 4.686 -2.24 -0.66 0.93
C 7.919 13.011 4.135 0.72 0.42 -1.53
C 7.761 13.664 2.885 0.27 0.44 1.51
C 7.032 11.530 5.995 1.44 1.26 0.18
C 6.119 10.530 6.276 0.36 -0.27 0.90
C 6.337 9.689 7.374 0.72 0.64 0.23
N 7.389 9.894 8.218 0.92 0.78 -0.05
C 8.240 10.958 8.059 -0.98 0.06 -2.21
C 8.106 11.792 6.917 -1.06 -1.81 0.02
C 7.666 8.935 9.374 -0.40 0.46 -0.48
H 5.985 13.519 0.407 -0.40 0.68 -0.62
H 7.266 14.767 0.591 0.03 -0.19 0.01
H 5.678 15.234 1.104 -0.37 -0.37 -0.08
H 4.632 13.148 2.226 -0.16 -0.21 0.25
H 4.751 11.855 4.293 0.09 0.10 0.27
H 8.876 12.973 4.635 0.25 0.41 -0.37
H 8.598 14.241 2.520 -0.06 0.01 -0.48
H 5.253 10.451 5.636 -0.01 -0.57 0.22
H 5.720 8.833 7.602 -0.09 0.03 0.07
H 9.093 11.077 8.711 -0.17 -0.16 0.35
H 8.904 12.491 6.717 -0.21 0.30 0.17
H 7.125 9.344 10.227 -0.41 -0.57 -0.05
H 8.710 8.912 9.688 0.12 0.27 -0.62
H 7.386 7.957 8.984 -0.23 0.04 0.65
C 6.668 9.984 -6.999 1.21 -1.00 -1.11
N 6.729 9.766 -5.531 -0.60 -0.46 -0.54
C 6.832 10.828 -4.754 -0.43 0.79 1.29
C 6.763 10.744 -3.374 0.64 -1.01 0.24
C 6.715 9.476 -2.766 -1.06 -0.94 -0.60
C 6.551 8.336 -3.614 0.21 1.10 -1.36
C 6.591 8.496 -5.030 0.44 1.53 1.65
C 6.805 9.302 -1.272 0.35 -0.19 1.11
C 7.677 10.168 -0.593 -0.01 -0.67 1.59
C 7.942 9.999 0.790 -1.05 0.43 -0.58
N 7.287 9.083 1.555 0.18 -0.17 -1.27
C 6.497 8.197 0.939 -0.80 0.84 -2.24
C 6.208 8.298 -0.456 1.16 -0.18 0.89
C 7.435 8.899 3.029 0.17 0.16 -1.10
H 5.693 9.805 -7.452 -0.11 -0.03 0.52
H 7.380 9.260 -7.395 -0.21 -0.18 -0.31
H 7.072 10.928 -7.366 -0.21 0.29 0.78
H 6.920 11.819 -5.174 0.03 -0.16 -0.57
H 6.833 11.670 -2.823 0.01 -0.06 0.16
H 6.401 7.342 -3.218 0.30 -0.07 0.04
H 6.627 7.729 -5.789 -0.32 -0.34 0.23
H 8.185 10.971 -1.106 0.20 -0.08 0.04
H 8.591 10.697 1.299 0.16 -0.15 0.12
H 6.018 7.469 1.578 0.04 -0.16 -0.19
H 5.639 7.461 -0.834 -0.27 0.26 -0.29
H 8.001 9.775 3.346 0.01 -0.50 0.60
H 7.903 7.921 3.139 0.52 0.36 0.41
H 6.433 8.813 3.450 0.08 0.50 -0.01
```
Forces are in eV/Å.

multiplicity = 1
HOMO-LUMO gap = 7.9 eV
total charge = +6
energy above the lowest of the compared OMol25 structures with the same formula, charge and spin = 142.92 kcal/mol
LUMO = -14.95 eV
E_tot = -2252.5511 Eh

(4)
C2H14NO3S2 | ωB97M-V/def2-TZVPD

The geometry in XYZ format:
```
22
Properties=species:S:1:pos:R:3:forces:R:3
N 0.296 -0.027 1.707 -1.59 -0.07 1.91
C 1.037 1.135 1.132 0.34 1.25 -0.57
C 0.377 1.679 -0.127 -1.35 2.31 0.82
S 1.283 3.096 -0.885 -0.36 0.48 4.09
S 1.318 2.383 -2.911 1.25 -1.43 -3.54
H 0.625 -0.926 1.345 0.23 -0.07 -0.11
H -0.709 0.047 1.407 0.56 0.16 -0.25
H 0.254 -0.107 2.763 0.48 0.40 -1.54
H 2.063 0.894 0.971 0.68 -0.87 -0.48
H 1.169 1.975 1.805 -0.74 -0.06 0.58
H 0.128 0.972 -0.877 0.66 -1.08 -0.91
H -0.664 2.067 0.147 1.54 -0.16 0.12
H 2.690 2.211 -2.857 -1.14 0.02 -0.12
H -1.755 0.750 -0.714 0.38 0.79 -1.93
H -2.276 -0.674 -0.198 0.38 1.73 -0.30
O -1.990 0.263 0.037 -1.39 -3.08 2.39
H 1.539 -3.143 0.736 1.40 -2.52 0.98
H 0.919 -2.426 -0.370 -0.39 0.22 -1.42
O 1.142 -2.344 0.538 -0.92 2.06 0.27
H -2.077 -2.494 -1.918 -0.73 -0.01 1.09
H -2.801 -3.046 -0.641 -0.61 -2.55 1.04
O -2.569 -2.284 -1.090 1.31 2.48 -2.10
```
Forces are in eV/Å.

multiplicity = 2
HOMO-LUMO gap (alpha / beta) = 2.1 / 5.7 eV
energy above the lowest of the compared OMol25 structures with the same formula, charge and spin = 14.27 kcal/mol
LUMO (alpha / beta) = -0.71 / -0.72 eV
E_tot = -1161.2955 Eh

Among the records above, which one has the highest multiplicity? C2H14NO3S2